Entry 1:
{
  "formula": "C26H45CsF3N10O6PS",
  "method": "wB97M-V/def2-TZVPD",
  "species": ["Cs", "C", "C", "N", "C", "C", "N", "C", "C", "N", "H", "H", "H", "H", "H", "H", "H", "H", "H", "H", "H", "H", "H", "H", "H", "F", "C", "F", "F", "C", "C", "C", "C", "N", "C", "S", "H", "H", "H", "C", "C", "N", "C", "C", "N", "C", "O", "O", "C", "O", "O", "H", "H", "H", "H", "H", "C", "C", "N", "C", "C", "N", "C", "C", "H", "H", "H", "H", "H", "H", "H", "H", "H", "H", "H", "H", "N", "C", "P", "O", "O", "C", "N", "H", "H", "H", "H", "H", "H", "H", "H", "H", "H"],
  "xyz": [[0.465, 0.243, 0.269], [-4.211, 1.345, 1.231], [-3.238, 1.865, 2.293], [-2.004, 2.332, 1.684], [-2.106, 3.538, 0.873], [-1.407, 3.408, -0.488], [-1.793, 2.202, -1.208], [-3.204, 2.078, -1.580], [-3.771, 0.732, -1.107], [-3.525, 0.447, 0.303], [-5.034, 0.829, 1.736], [-4.665, 2.193, 0.703], [-3.752, 2.631, 2.892], [-2.969, 1.049, 2.966], [-1.253, 2.367, 2.358], [-3.162, 3.769, 0.718], [-1.687, 4.414, 1.382], [-1.587, 4.333, -1.058], [-0.326, 3.348, -0.314], [-1.199, 2.065, -2.015], [-3.771, 2.902, -1.142], [-3.341, 2.164, -2.664], [-4.844, 0.682, -1.315], [-3.284, -0.054, -1.682], [-2.532, 0.630, 0.436], [5.464, 0.698, -3.091], [5.180, -0.585, -3.446], [4.540, -0.533, -4.620], [6.379, -1.154, -3.694], [4.428, -1.331, -2.378], [5.032, -2.441, -1.815], [4.364, -3.168, -0.846], [3.102, -2.731, -0.488], [2.508, -1.667, -1.008], [3.135, -0.937, -1.960], [2.292, 0.443, -2.634], [6.020, -2.737, -2.137], [4.806, -4.037, -0.382], [2.538, -3.267, 0.271], [-2.828, -2.368, 2.344], [-1.789, -1.754, 3.214], [-1.022, -0.741, 2.895], [-0.216, -0.505, 3.986], [-0.502, -1.392, 4.982], [-1.502, -2.195, 4.470], [0.021, -1.536, 6.363], [0.207, -2.823, 6.763], [0.201, -0.628, 7.112], [0.858, 0.530, 3.996], [1.919, 0.348, 4.537], [0.509, 1.636, 3.346], [-3.147, -1.641, 1.594], [-3.696, -2.680, 2.928], [-2.433, -3.248, 1.832], [-2.027, -2.884, 4.983], [0.265, -3.406, 5.996], [-2.302, -2.718, -1.710], [-2.505, -4.042, -2.495], [-1.879, -3.949, -3.813], [-2.475, -2.829, -4.541], [-2.249, -1.504, -3.762], [-1.526, -1.769, -2.514], [-0.231, -2.379, -2.837], [-0.446, -3.689, -3.640], [-1.756, -2.889, -0.777], [-3.257, -2.256, -1.446], [-3.566, -4.261, -2.635], [-2.061, -4.890, -1.968], [-3.539, -3.036, -4.674], [-2.021, -2.788, -5.533], [-3.200, -1.025, -3.523], [-1.657, -0.795, -4.345], [0.297, -2.565, -1.901], [0.363, -1.649, -3.389], [-0.003, -4.547, -3.130], [0.008, -3.627, -4.631], [2.672, 3.364, 3.436], [3.095, 4.053, 2.204], [3.579, 2.780, 0.981], [5.050, 2.507, 1.038], [2.583, 1.671, 1.053], [3.414, 3.575, -0.695], [4.235, 2.673, -1.553], [2.589, 4.021, 4.203], [3.359, 2.670, 3.718], [1.309, 2.265, 3.320], [3.939, 4.733, 2.351], [2.249, 4.632, 1.823], [3.858, 4.570, -0.696], [2.400, 3.611, -1.087], [4.614, 3.123, -2.381], [3.649, 1.846, -1.889], [5.007, 2.332, -0.950]],
  "lowdin_charge": [0.985, -0.213, -0.206, -0.076, -0.198, -0.225, -0.100, -0.193, -0.208, -0.058, 0.110, 0.099, 0.117, 0.100, 0.076, 0.102, 0.118, 0.115, 0.091, 0.101, 0.100, 0.116, 0.120, 0.066, 0.030, 0.095, -0.591, 0.129, 0.118, -0.130, -0.009, -0.059, -0.154, -0.059, -0.690, 0.513, 0.121, 0.101, 0.108, 0.006, -0.356, 0.112, -0.128, -0.095, 0.165, -0.454, 0.117, 0.165, -0.491, 0.132, 0.024, 0.058, 0.084, 0.081, 0.170, 0.111, -0.162, -0.157, -0.165, -0.156, -0.158, -0.162, -0.169, -0.148, 0.105, 0.107, 0.112, 0.112, 0.112, 0.113, 0.100, 0.119, 0.088, 0.083, 0.113, 0.115, -0.036, -0.291, 0.362, -0.347, -0.585, -0.199, 0.063, 0.094, 0.091, 0.078, 0.087, 0.088, 0.098, 0.087, 0.147, -0.020, 0.117],
  "homo_lumo_gap_ev": 7.4,
  "e_homo_ha": -0.2768
}

Entry 2:
{
  "formula": "C26H45N3P2Re",
  "method": "wB97M-V/def2-TZVPD",
  "species": ["Re", "C", "C", "C", "C", "C", "C", "H", "H", "H", "C", "H", "H", "H", "C", "H", "H", "H", "C", "H", "H", "H", "C", "H", "H", "H", "C", "C", "C", "C", "C", "C", "C", "C", "H", "H", "H", "H", "H", "H", "H", "H", "H", "H", "H", "H", "P", "C", "H", "H", "H", "C", "H", "H", "H", "C", "H", "H", "H", "P", "C", "H", "H", "H", "C", "H", "H", "H", "C", "H", "H", "H", "N", "C", "N", "C", "N"],
  "xyz": [[-0.501, 0.023, 0.453], [-1.857, 1.617, 0.682], [-2.292, 0.727, -0.366], [-2.178, -0.474, 1.624], [-1.869, 0.888, 1.906], [-2.475, -0.580, 0.223], [-1.760, 3.109, 0.592], [-1.348, 3.439, -0.364], [-1.142, 3.520, 1.394], [-2.760, 3.553, 0.688], [-1.715, 1.446, 3.285], [-1.440, 2.508, 3.269], [-0.955, 0.895, 3.853], [-2.663, 1.359, 3.847], [-2.317, -1.558, 2.648], [-3.373, -1.778, 2.853], [-1.858, -1.261, 3.597], [-1.845, -2.492, 2.318], [-3.053, -1.787, -0.438], [-4.132, -1.655, -0.621], [-2.918, -2.669, 0.190], [-2.578, -1.976, -1.404], [-2.896, 1.205, -1.640], [-3.948, 1.509, -1.458], [-2.910, 0.424, -2.399], [-2.375, 2.092, -2.025], [1.487, 0.491, -1.996], [0.418, 1.279, -2.215], [-0.125, 1.459, -3.605], [-1.046, 0.311, -4.104], [-1.047, -0.887, -3.199], [0.047, -1.652, -3.079], [1.337, -1.358, -3.780], [2.175, -0.221, -3.126], [0.715, 1.558, -4.309], [-0.720, 0.004, -5.112], [-0.680, 2.411, -3.665], [2.433, 0.510, -3.907], [2.016, 0.447, -1.040], [0.037, 2.003, -1.482], [3.135, -0.644, -2.793], [1.932, -2.286, -3.819], [-0.018, -2.688, -2.752], [1.127, -1.090, -4.829], [-2.061, 0.706, -4.235], [-2.030, -1.275, -2.954], [1.668, 1.900, 1.015], [1.522, 2.757, 2.629], [2.429, 3.361, 2.770], [1.439, 2.036, 3.454], [0.645, 3.417, 2.630], [3.308, 1.096, 1.162], [3.993, 1.798, 1.655], [3.713, 0.828, 0.181], [3.210, 0.195, 1.781], [1.967, 3.309, -0.103], [2.203, 2.943, -1.107], [2.801, 3.904, 0.289], [1.063, 3.931, -0.148], [0.813, -2.385, 0.357], [-0.134, -3.729, -0.431], [0.558, -4.542, -0.685], [-0.644, -3.378, -1.330], [-0.896, -4.098, 0.271], [2.403, -2.221, -0.512], [2.199, -1.922, -1.545], [2.947, -3.179, -0.516], [3.030, -1.454, -0.034], [1.323, -3.304, 1.872], [1.678, -4.303, 1.579], [0.451, -3.404, 2.537], [2.124, -2.765, 2.397], [1.027, -0.435, 2.290], [0.951, -0.524, 3.481], [1.112, -0.850, 4.691], [0.718, -0.286, 5.806], [0.405, 0.145, 6.858]],
  "lowdin_spin": [2.244, 0.054, 0.065, 0.024, 0.005, 0.064, 0.008, 0.000, 0.001, 0.002, 0.001, 0.001, 0.000, -0.001, 0.009, 0.002, 0.001, 0.000, 0.019, 0.004, 0.001, 0.001, 0.014, 0.001, 0.001, 0.001, 0.048, 0.027, 0.002, 0.001, 0.010, 0.015, 0.004, 0.007, 0.001, 0.000, 0.000, 0.002, 0.010, 0.007, 0.000, 0.000, 0.000, 0.001, 0.000, 0.000, 0.086, 0.003, 0.001, 0.000, 0.000, 0.018, 0.003, 0.000, 0.000, 0.014, 0.000, 0.003, 0.000, 0.038, 0.004, 0.000, 0.000, 0.000, 0.014, 0.000, 0.002, 0.000, -0.002, 0.000, 0.000, 0.000, 0.091, 0.020, 0.029, 0.002, 0.017],
  "multiplicity": 4,
  "homo_lumo_gap_ev": [7.3, 5.6],
  "s2": 3.77,
  "charge": 2,
  "e_homo_ha": [-0.5193, -0.5198]
}

Entry 3:
{
  "formula": "C26H46As2CaN2O3SSi2",
  "method": "wB97M-V/def2-TZVPD",
  "species": ["Ca", "C", "C", "N", "C", "C", "S", "C", "C", "N", "H", "H", "H", "H", "H", "H", "H", "H", "H", "H", "H", "H", "H", "H", "C", "As", "C", "C", "C", "C", "C", "C", "C", "As", "C", "C", "H", "H", "H", "H", "H", "H", "H", "H", "H", "H", "H", "H", "H", "H", "H", "H", "C", "Si", "C", "C", "C", "C", "C", "C", "C", "Si", "C", "C", "H", "H", "H", "H", "H", "H", "H", "H", "H", "H", "H", "H", "H", "H", "H", "H", "O", "O", "O"],
  "xyz": [[0.043, -0.078, 0.447], [0.278, -2.108, 2.518], [1.475, -1.107, 2.841], [1.832, -0.249, 1.735], [1.801, 1.215, 1.972], [0.548, 1.892, 2.640], [-1.136, 1.597, 1.891], [-1.778, 0.356, 3.114], [-2.018, -1.060, 2.527], [-0.871, -1.583, 1.755], [0.691, -2.880, 1.925], [-0.059, -2.601, 3.453], [1.199, -0.514, 3.731], [2.444, -1.738, 3.174], [2.645, -0.463, 1.164], [2.694, 1.492, 2.565], [1.958, 1.719, 0.932], [0.529, 1.656, 3.710], [0.701, 2.970, 2.580], [-1.109, 0.292, 3.971], [-2.731, 0.743, 3.489], [-2.318, -1.764, 3.330], [-2.872, -1.013, 1.865], [-1.233, -2.473, 0.923], [-4.583, -0.750, 1.365], [-2.919, -0.178, 0.357], [-3.681, -0.729, -1.378], [-3.341, 1.781, 0.117], [-4.376, 2.387, 0.828], [-4.660, 3.738, 0.662], [-3.912, 4.500, -0.220], [-2.875, 3.913, -0.938], [-2.571, 2.564, -0.783], [-1.075, 1.718, -1.810], [-1.576, 2.384, -3.622], [0.226, 3.118, -1.571], [-5.485, -0.384, 0.866], [-4.554, -0.374, 2.393], [-4.615, -1.844, 1.391], [-4.679, -0.290, -1.514], [-3.758, -1.819, -1.400], [-3.031, -0.406, -2.190], [-4.978, 1.821, 1.530], [-5.468, 4.195, 1.223], [-4.135, 5.554, -0.351], [-2.304, 4.530, -1.621], [-1.730, 3.467, -3.610], [-2.498, 1.892, -3.955], [-0.778, 2.151, -4.326], [-0.160, 4.110, -1.851], [1.063, 2.890, -2.202], [0.550, 3.111, -0.477], [2.811, -2.574, 2.132], [1.874, -2.509, 0.417], [0.740, -4.113, 0.403], [3.085, -2.568, -0.982], [3.981, -3.646, -1.094], [4.894, -3.710, -2.137], [4.926, -2.698, -3.087], [4.047, -1.628, -2.991], [3.115, -1.543, -1.941], [1.955, -0.072, -1.866], [0.937, 0.046, -3.469], [3.000, 1.556, -1.836], [3.453, -3.492, 2.183], [2.005, -2.594, 3.068], [3.454, -1.688, 2.187], [1.369, -5.021, 0.438], [0.190, -4.092, -0.542], [0.029, -4.159, 1.226], [3.968, -4.447, -0.360], [5.580, -4.548, -2.211], [5.639, -2.745, -3.905], [4.089, -0.848, -3.746], [1.616, 0.089, -4.340], [0.299, 0.912, -3.487], [0.324, -0.858, -3.529], [3.675, 1.577, -2.713], [3.605, 1.538, -0.923], [2.417, 2.450, -1.834], [1.099, 2.001, 0.434], [1.705, 3.336, 0.386], [-0.690, -1.303, -1.048]],
  "lowdin_charge": [0.786, -0.303, -0.354, -0.261, -0.255, -0.363, 0.866, -0.381, -0.436, -0.259, -0.047, 0.127, 0.113, 0.033, 0.069, 0.133, -0.067, 0.059, 0.067, 0.063, 0.063, 0.118, -0.121, 0.223, -0.281, 1.155, -0.306, -0.439, -0.146, -0.124, -0.117, -0.121, -0.396, 1.196, -0.300, -0.321, 0.020, 0.020, 0.037, 0.011, 0.014, -0.011, 0.075, 0.084, 0.085, 0.078, 0.002, 0.010, 0.005, 0.029, -0.008, -0.024, -0.287, 0.660, -0.224, -0.311, -0.121, -0.136, -0.131, -0.116, -0.303, 0.614, -0.272, -0.238, 0.036, 0.092, 0.066, 0.002, 0.016, 0.002, 0.082, 0.079, 0.080, 0.085, 0.012, -0.092, 0.018, 0.007, 0.017, -0.041, -0.526, -0.281, -0.889],
  "homo_lumo_gap_ev": [3.2, 3.2],
  "charge": -2,
  "e_homo_ha": [0.0404, 0.0420]
}

Entry 4:
{
  "formula": "C26H47BrGaN4O3",
  "method": "wB97M-V/def2-TZVPD",
  "species": ["C", "C", "C", "Ga", "C", "C", "C", "O", "C", "C", "O", "C", "C", "O", "Br", "H", "H", "H", "H", "H", "H", "H", "H", "H", "H", "H", "H", "H", "H", "H", "H", "H", "H", "H", "C", "C", "C", "C", "N", "H", "H", "H", "H", "H", "H", "H", "C", "C", "C", "C", "N", "H", "H", "H", "H", "H", "H", "H", "C", "C", "C", "C", "N", "H", "H", "H", "H", "H", "H", "H", "C", "C", "C", "C", "N", "H", "H", "H", "H", "H", "H", "H"],
  "xyz": [[5.741, 0.323, 0.053], [4.481, 0.455, -0.800], [3.273, -0.306, -0.225], [2.973, -2.200, -0.845], [4.164, -3.626, -0.025], [4.975, -3.192, 1.215], [1.092, -2.771, -0.285], [0.076, -1.761, -0.600], [-1.163, -1.946, -0.165], [-1.999, -0.709, -0.394], [-1.591, -2.966, 0.317], [2.973, -2.276, -2.932], [4.136, -1.817, -3.680], [4.229, -0.989, -4.523], [5.859, -2.710, -3.176], [6.179, -0.674, -0.039], [6.501, 1.049, -0.248], [5.512, 0.498, 1.109], [4.249, 1.523, -0.903], [4.718, 0.108, -1.812], [3.344, -0.303, 0.872], [2.355, 0.247, -0.466], [3.499, -4.452, 0.260], [4.824, -4.038, -0.790], [6.039, -3.430, 1.120], [4.621, -3.696, 2.120], [4.905, -2.119, 1.414], [0.786, -3.718, -0.744], [1.059, -2.936, 0.798], [-1.722, 0.107, 0.275], [-1.875, -0.347, -1.415], [-3.049, -0.943, -0.231], [2.757, -3.317, -3.188], [2.158, -1.644, -3.300], [-1.816, -2.123, -4.528], [-3.097, -2.897, -4.802], [-4.109, -2.103, -5.635], [-4.553, -0.877, -4.971], [-4.901, 0.080, -4.442], [-2.010, -1.227, -3.937], [-1.110, -2.736, -3.968], [-1.333, -1.817, -5.458], [-3.562, -3.199, -3.862], [-2.866, -3.813, -5.350], [-4.997, -2.703, -5.843], [-3.669, -1.823, -6.595], [0.532, 0.351, 4.181], [-0.194, 1.078, 3.059], [0.694, 1.227, 1.818], [1.900, 2.000, 2.122], [2.843, 2.597, 2.388], [1.419, 0.913, 4.482], [-0.109, 0.242, 5.055], [0.855, -0.642, 3.864], [-0.510, 2.066, 3.400], [-1.098, 0.532, 2.781], [0.168, 1.727, 1.003], [1.013, 0.250, 1.444], [1.531, 1.019, 9.346], [2.265, 0.999, 8.013], [2.071, 2.289, 7.208], [0.665, 2.523, 6.881], [-0.440, 2.679, 6.612], [0.453, 1.110, 9.201], [1.715, 0.100, 9.903], [1.860, 1.857, 9.964], [1.926, 0.154, 7.411], [3.335, 0.863, 8.175], [2.626, 2.246, 6.268], [2.439, 3.152, 7.767], [-6.523, 2.966, -4.976], [-7.704, 3.925, -4.903], [-7.453, 5.122, -3.980], [-7.223, 4.721, -2.591], [-7.044, 4.397, -1.506], [-6.296, 2.521, -4.009], [-6.730, 2.148, -5.664], [-5.626, 3.480, -5.328], [-8.597, 3.397, -4.562], [-7.928, 4.316, -5.898], [-8.306, 5.802, -3.988], [-6.580, 5.686, -4.318]],
  "lowdin_charge": [-0.129, -0.329, -0.253, 0.461, -0.304, -0.199, -0.181, -0.099, -0.591, 0.018, 0.076, -0.219, -0.874, -0.007, 0.589, 0.059, 0.062, 0.064, 0.091, 0.070, 0.037, 0.039, 0.030, -0.013, 0.054, 0.051, 0.025, 0.064, 0.065, 0.064, 0.075, 0.082, 0.068, 0.066, -0.099, -0.258, -0.195, -0.222, 0.164, 0.065, 0.076, 0.079, 0.113, 0.107, 0.114, 0.118, -0.114, -0.247, -0.193, -0.247, 0.147, 0.053, 0.062, 0.082, 0.107, 0.102, 0.119, 0.100, -0.112, -0.258, -0.190, -0.248, 0.157, 0.071, 0.070, 0.074, 0.109, 0.108, 0.115, 0.119, -0.129, -0.267, -0.200, -0.243, 0.144, 0.057, 0.062, 0.077, 0.109, 0.103, 0.113, 0.118],
  "homo_lumo_gap_ev": 7.3,
  "charge": -1,
  "e_homo_ha": -0.1920
}

Question: Which formula does entry 4 have?
Answer: C26H47BrGaN4O3